# 1
{
  "formula": "C3H5NO2",
  "method": "the ωB97M-V functional and the def2-TZVPD basis",
  "elements": ["N", "C", "O", "C", "C", "O", "H", "H", "H", "H", "H"],
  "coordinates": [[-1.451, -0.873, 0.263], [-1.100, -0.768, -1.124], [-0.166, 0.136, -1.298], [0.375, 0.968, -0.251], [1.520, 0.256, 0.431], [2.101, 0.704, 1.385], [-1.014, -1.698, 0.680], [-2.434, -1.117, 0.228], [-0.384, 1.248, 0.483], [0.752, 1.856, -0.765], [1.800, -0.714, -0.033]],
  "forces_ev_per_angstrom": [[-0.2, 0.0, -0.3], [0.0, 0.4, 0.2], [-0.1, -0.3, -0.1], [0.1, 0.1, 0.2], [0.3, 0.2, 0.3], [-0.3, -0.2, -0.4], [0.2, 0.3, 0.0], [-0.1, -0.3, 0.1], [0.1, -0.1, -0.1], [0.0, -0.1, 0.1], [0.0, 0.1, 0.1]],
  "e_lumo_ev": 0.696,
  "e_homo_ev": -8.7,
  "charge": 0,
  "orbital_gap_ev": 9.425
}



# 2
{
  "formula": "C5H11N5",
  "method": "the ωB97M-V functional and the def2-TZVPD basis",
  "elements": ["C", "C", "C", "C", "C", "N", "N", "N", "N", "N", "H", "H", "H", "H", "H", "H", "H", "H", "H", "H", "H"],
  "coordinates": [[0.833, 1.732, 0.093], [-0.087, 0.857, -0.336], [1.863, -0.178, 0.040], [-1.516, 1.222, -0.374], [-2.100, -0.812, 0.990], [0.562, -0.329, -0.396], [1.915, 1.080, 0.399], [-0.076, -1.517, -0.649], [2.743, -1.141, -0.130], [-2.358, 0.212, 0.209], [0.863, 2.828, 0.052], [-1.540, 2.024, 0.319], [-2.098, 1.510, -1.231], [-3.075, -1.536, 1.191], [-1.045, -1.228, 1.077], [2.749, 1.482, 0.887], [0.551, -2.023, -1.172], [2.386, -2.060, 0.191], [3.580, -1.012, 0.324], [-3.388, 0.151, -0.031], [-0.760, -1.263, -1.456]],
  "forces_ev_per_angstrom": [[0.6, 4.1, 0.2], [-1.5, -1.7, -1.3], [-1.9, -1.8, -1.1], [-1.7, -2.2, 1.2], [0.1, -5.4, 3.8], [-1.4, 0.7, 0.1], [5.5, 1.3, 1.9], [-2.2, 1.6, -2.3], [-2.3, -1.1, 0.9], [-3.5, 1.5, -3.1], [-0.5, -0.5, 0.5], [0.1, 1.7, 0.7], [0.8, 0.6, -1.1], [3.1, 1.9, -0.4], [-2.2, 0.6, 0.5], [-0.8, -0.2, -0.8], [2.2, -2.3, -1.4], [0.1, 0.1, -0.9], [3.0, 0.6, 0.9], [1.9, 1.1, -0.3], [0.6, -0.8, 2.0]],
  "e_lumo_ev": [-7.896, -12.459],
  "e_homo_ev": [-12.9, -18.0],
  "charge": 2,
  "spin_multiplicity": 3,
  "orbital_gap_ev": [5.038, 5.563]
}



# 3
{
  "formula": "C6H13P",
  "method": "the ωB97M-V functional and the def2-TZVPD basis",
  "elements": ["C", "C", "C", "C", "C", "C", "P", "H", "H", "H", "H", "H", "H", "H", "H", "H", "H", "H", "H", "H"],
  "coordinates": [[2.156, 1.127, -0.855], [-2.096, 0.787, 1.264], [1.676, 0.288, 0.044], [2.203, -0.586, 1.018], [-1.393, 0.627, -1.629], [-1.155, -1.494, 0.111], [-0.896, 0.287, 0.116], [1.547, 1.751, -1.465], [3.254, 1.492, -0.868], [-2.008, 0.056, 2.103], [-2.208, 1.756, 1.622], [2.550, -1.515, 0.601], [3.022, -0.042, 1.587], [1.416, -0.927, 1.662], [-0.610, 1.204, -2.168], [-1.412, -0.408, -2.131], [-2.414, 1.129, -1.652], [-0.421, -1.916, -0.571], [-1.036, -1.989, 1.135], [-2.177, -1.626, 0.077]],
  "forces_ev_per_angstrom": [[2.0, 0.7, 1.1], [1.6, -2.3, -0.3], [-3.7, 1.7, -2.5], [1.5, -0.2, 1.8], [0.1, -0.3, -0.7], [2.6, -0.5, 2.8], [0.5, -0.1, 0.3], [-0.6, 0.2, -0.5], [-1.5, -1.1, 0.0], [-0.2, 0.6, -0.5], [-0.2, 1.8, 0.3], [0.6, -0.3, -0.4], [-0.8, -1.0, -0.3], [-0.3, 0.1, 0.9], [-0.7, -0.2, 0.3], [-0.2, 1.6, 0.7], [1.4, -0.7, -0.1], [-0.7, -0.5, -0.3], [0.7, 0.9, -1.0], [-2.2, -0.5, -1.5]],
  "e_lumo_ev": [0.240, 0.240],
  "e_homo_ev": [-7.1, -7.1],
  "charge": 0,
  "orbital_gap_ev": [7.315, 7.314]
}



# 4
{
  "formula": "C5H8I2",
  "method": "the ωB97M-V functional and the def2-TZVPD basis",
  "elements": ["C", "C", "C", "C", "C", "I", "I", "H", "H", "H", "H", "H", "H", "H", "H"],
  "coordinates": [[1.668, -1.404, 0.036], [0.711, -0.221, 0.090], [0.414, -1.677, 0.028], [0.562, 0.607, -1.173], [0.534, 0.641, 1.247], [-4.841, 1.114, -0.523], [-1.136, -3.026, -0.233], [-3.633, 0.799, 0.498], [2.717, -1.699, 0.030], [-0.197, 1.529, -1.125], [0.183, -0.203, -1.924], [1.540, 1.042, -1.646], [0.342, -0.022, 2.236], [-0.351, 1.239, 0.997], [1.488, 1.281, 1.462]],
  "forces_ev_per_angstrom": [[0.7, 0.0, 0.3], [1.0, 0.0, -1.4], [-0.8, -0.2, -0.1], [-0.6, 0.3, -3.0], [0.6, -0.4, 4.0], [0.1, 0.0, 0.1], [0.4, 0.3, 0.1], [-0.1, 0.0, -0.1], [-0.5, 0.1, -0.1], [1.5, -2.2, 0.0], [0.5, 1.9, 0.7], [-1.6, -0.8, 1.1], [0.3, 1.7, -2.1], [0.3, 0.3, 0.8], [-1.9, -0.8, -0.5]],
  "e_lumo_ev": 0.404,
  "e_homo_ev": -9.2,
  "charge": 0,
  "smiles": "CC1(C)C=C1I.I",
  "orbital_gap_ev": 9.622
}



One value per record, in order, for E_tot: -322.43220 -470.03000 -577.57880 -790.56758 Eh.
One value per record, in order, for energy relative to the best compared isomer or geometry (same formula, charge and spin): 373.2 453.4 412.1 233.0 kJ/mol.